Entry 1:
A molecular structure, As4CsF24. Source: OMol25; level of theory: ωB97M-V with the def2-TZVPD basis set.

Atoms and positions in Å:
1 Cs -0.080 0.640 -0.146
2 As 0.632 -3.303 -0.179
3 F -0.504 -3.202 -1.474
4 F -0.573 -2.553 0.831
5 F 1.699 -3.387 1.172
6 F 1.803 -4.059 -1.218
7 F 1.320 -1.765 -0.654
8 F 0.037 -4.894 0.218
9 As 3.599 1.421 1.417
10 F 2.824 -0.134 1.431
11 F 5.159 0.668 1.607
12 F 4.382 2.969 1.375
13 F 2.042 2.204 1.278
14 F 3.447 1.469 3.149
15 F 3.704 1.334 -0.308
16 As -3.004 1.080 2.649
17 F -2.450 2.718 2.567
18 F -1.392 0.543 2.233
19 F -3.510 -0.568 2.708
20 F -4.601 1.659 3.032
21 F -3.414 1.138 0.963
22 F -2.630 1.006 4.334
23 As -1.221 0.716 -3.853
24 F 0.305 0.971 -3.025
25 F -1.498 2.424 -3.877
26 F -2.687 0.463 -4.743
27 F -0.957 -0.973 -3.785
28 F -2.089 0.609 -2.342
29 F -0.346 0.804 -5.359

Summary:
- HOMO-LUMO gap (eV) = 11.20
- spin multiplicity = 1
- ΔE to the lowest compared entry with this formula, charge and spin (kcal/mol) = 0.00
- E_HOMO (eV) = -4.95
- total charge = -3

Entry 2:
A molecular structure, As5F30Hg at a distorted geometry. Source: OMol25; level of theory: ωB97M-V with the def2-TZVPD basis set.

Atoms and positions in Å:
1 Hg 5.322 21.054 18.331
2 As 8.123 18.191 20.321
3 F 6.732 17.088 19.814
4 F 7.963 18.894 18.712
5 F 9.408 19.423 20.803
6 F 8.139 17.479 21.961
7 F 9.314 17.001 19.804
8 F 6.793 19.330 20.798
9 As 2.348 24.786 19.805
10 F 1.828 26.229 18.772
11 F 3.880 25.723 20.038
12 F 2.997 23.332 20.745
13 F 0.998 23.717 19.318
14 F 3.175 24.042 18.325
15 F 1.713 25.407 21.371
16 As 9.485 24.261 18.596
17 F 10.855 25.209 17.763
18 F 8.374 24.409 17.167
19 F 8.129 23.380 19.410
20 F 10.576 24.126 20.030
21 F 8.878 25.838 19.221
22 F 10.119 22.644 17.965
23 As 0.593 17.942 19.090
24 F 1.673 16.692 19.690
25 F 0.487 18.759 20.680
26 F -0.563 19.089 18.323
27 F 0.596 17.142 17.468
28 F -0.793 16.911 19.568
29 F 2.051 18.933 18.602
30 As 4.042 20.689 12.928
31 F 2.432 20.228 13.476
32 F 3.667 22.465 13.152
33 F 5.695 21.177 12.472
34 F 4.472 18.986 12.774
35 F 3.431 20.639 11.204
36 F 4.715 20.641 14.672

Summary:
- HOMO-LUMO gap (eV) = 3.16
- spin multiplicity = 1
- ΔE to the lowest compared entry with this formula, charge and spin (kcal/mol) = 198.26
- E_HOMO (eV) = -6.25
- total charge = -3

Entry 3:
A molecular structure, AsF6H24O12 at a distorted geometry. Source: OMol25; level of theory: ωB97M-V with the def2-TZVPD basis set.

Atoms and positions in Å:
1 As -0.406 0.402 0.448
2 F 0.424 -0.620 -0.670
3 F -1.789 -0.653 0.455
4 F -1.204 1.438 1.602
5 F 0.961 1.474 0.400
6 F -1.201 1.309 -0.812
7 F 0.250 -0.400 1.793
8 O -0.576 -3.193 -1.688
9 H -0.366 -2.254 -1.616
10 H -1.292 -3.321 -1.060
11 O 1.396 -1.572 -3.898
12 H 0.750 -2.277 -3.790
13 H 0.933 -0.759 -3.636
14 O 0.425 4.612 1.015
15 H 0.466 3.729 0.630
16 H 1.135 5.098 0.588
17 O 3.560 0.889 3.529
18 H 3.092 0.354 2.868
19 H 4.472 0.895 3.232
20 O -3.518 0.008 -2.276
21 H -3.932 -0.465 -1.550
22 H -2.711 0.362 -1.887
23 O -2.354 -0.537 3.670
24 H -2.507 0.397 3.831
25 H -2.045 -0.576 2.758
26 O 0.442 0.979 -3.245
27 H -0.035 1.461 -2.560
28 H 1.187 1.538 -3.483
29 O 3.241 0.008 0.850
30 H 2.526 0.435 0.362
31 H 3.932 0.676 0.881
32 O 3.849 -0.563 -2.423
33 H 4.037 -1.330 -2.969
34 H 2.912 -0.662 -2.222
35 O 2.387 -2.667 1.176
36 H 1.492 -2.744 0.830
37 H 2.653 -1.761 0.967
38 O -4.194 -2.764 1.868
39 H -3.484 -2.605 1.240
40 H -4.920 -2.216 1.558
41 O -3.696 2.622 1.232
42 H -2.863 2.387 1.663
43 H -3.431 2.866 0.341

Summary:
- HOMO-LUMO gap (eV) = 10.40
- spin multiplicity = 1
- ΔE to the lowest compared entry with this formula, charge and spin (kcal/mol) = 14.27
- E_HOMO (eV) = -8.12
- total charge = -1

Entry 4:
A molecular structure, AsF6H26O13 at a distorted geometry. Source: OMol25; level of theory: ωB97M-V with the def2-TZVPD basis set.

Atoms and positions in Å:
1 As -35.074 0.564 -6.670
2 F -34.247 -0.266 -8.018
3 F -36.713 0.207 -7.353
4 F -35.936 1.458 -5.367
5 F -33.560 0.911 -5.823
6 F -35.011 2.125 -7.586
7 F -35.274 -0.898 -5.641
8 O -33.140 2.784 -9.361
9 H -33.968 2.789 -8.880
10 H -32.467 2.771 -8.680
11 O -37.412 4.794 -8.798
12 H -36.676 4.184 -8.748
13 H -38.158 4.250 -9.049
14 O -36.746 1.817 -9.683
15 H -36.265 1.929 -8.863
16 H -36.738 0.872 -9.839
17 O -33.953 -2.494 -9.502
18 H -33.695 -2.132 -8.655
19 H -33.742 -3.426 -9.439
20 O -39.136 0.885 -7.329
21 H -39.575 1.192 -8.122
22 H -38.253 0.654 -7.618
23 O -37.088 -2.750 -4.786
24 H -36.374 -2.247 -5.178
25 H -37.607 -2.100 -4.312
26 O -33.546 2.071 -3.523
27 H -34.468 2.094 -3.265
28 H -33.548 1.649 -4.382
29 O -33.377 -2.771 -4.758
30 H -34.145 -2.200 -4.766
31 H -32.783 -2.367 -4.125
32 O -37.703 4.303 -4.914
33 H -37.017 3.809 -5.363
34 H -37.660 4.003 -4.006
35 O -31.098 -0.995 -6.997
36 H -31.965 -0.679 -7.252
37 H -31.140 -1.942 -7.129
38 O -30.543 1.514 -5.921
39 H -30.673 0.611 -6.210
40 H -29.964 1.442 -5.162
41 O -38.137 -0.432 -4.106
42 H -39.004 -0.030 -4.061
43 H -37.649 0.116 -4.721
44 O -31.692 -0.504 -10.262
45 H -32.581 -0.369 -9.934
46 H -31.646 0.030 -11.055

Summary:
- HOMO-LUMO gap (alpha / beta) (eV) = 9.06 / 2.09
- spin multiplicity = 2
- ⟨S²⟩ = 0.755
- ΔE to the lowest compared entry with this formula, charge and spin (kcal/mol) = 23.98
- E_HOMO (alpha / beta) (eV) = -10.73 / -10.73
- total charge = 0

Entry 5:
A molecular structure, AsF6H30O15 at a distorted geometry. Source: OMol25; level of theory: ωB97M-V with the def2-TZVPD basis set.

Atoms and positions in Å:
1 As 0.945 0.118 0.824
2 F 0.870 1.388 2.149
3 F -0.845 0.076 0.582
4 F 1.106 -1.175 -0.426
5 F 2.737 0.177 0.913
6 F 0.944 -1.120 2.234
7 F 1.174 1.355 -0.524
8 O 5.289 -3.049 -5.565
9 H 4.858 -2.634 -6.313
10 H 4.605 -3.111 -4.898
11 O -3.908 5.199 -2.329
12 H -4.778 4.803 -2.293
13 H -3.485 4.782 -3.080
14 O -1.506 -6.164 -1.585
15 H -1.012 -5.903 -2.362
16 H -0.858 -6.174 -0.881
17 O 4.284 5.000 5.037
18 H 3.619 5.559 5.439
19 H 3.785 4.304 4.609
20 O -2.621 -0.627 8.012
21 H -2.821 -0.127 8.803
22 H -1.666 -0.698 8.007
23 O -1.604 6.024 2.604
24 H -1.306 5.118 2.684
25 H -1.994 6.072 1.731
26 O 3.989 -6.255 1.872
27 H 4.155 -6.268 0.929
28 H 3.059 -6.042 1.949
29 O 3.575 6.492 -3.108
30 H 2.835 6.933 -2.690
31 H 3.647 5.656 -2.648
32 O -0.505 -2.366 -6.494
33 H -0.703 -1.554 -6.961
34 H -0.140 -2.945 -7.163
35 O -4.204 -0.759 -3.529
36 H -3.387 -1.020 -3.952
37 H -3.929 -0.335 -2.716
38 O 8.571 1.158 0.800
39 H 8.388 1.820 0.132
40 H 7.713 0.790 1.013
41 O -0.870 3.527 -5.569
42 H -0.512 2.950 -4.894
43 H -1.341 2.940 -6.161
44 O -0.806 -4.599 6.335
45 H -1.759 -4.514 6.298
46 H -0.497 -4.200 5.522
47 O -5.794 -4.572 -0.420
48 H -5.757 -3.631 -0.594
49 H -4.886 -4.865 -0.493
50 O -5.913 0.856 3.202
51 H -5.526 1.337 2.470
52 H -5.216 0.273 3.501

Summary:
- HOMO-LUMO gap (eV) = 10.97
- spin multiplicity = 1
- ΔE to the lowest compared entry with this formula, charge and spin (kcal/mol) = 98.91
- E_HOMO (eV) = -9.53
- total charge = -1

Entry 6:
A molecular structure, AsF6Sn at a distorted geometry. Source: OMol25; level of theory: ωB97M-V with the def2-TZVPD basis set.

Atoms and positions in Å:
1 Sn -1.970 -1.394 1.389
2 As 0.298 0.201 -0.180
3 F -0.721 1.603 -0.825
4 F -1.336 -0.574 -0.014
5 F 1.086 -1.260 0.364
6 F 1.893 0.967 -0.475
7 F 0.319 0.869 1.518
8 F 0.432 -0.411 -1.777

Summary:
- HOMO-LUMO gap (eV) = 8.46
- spin multiplicity = 1
- ΔE to the lowest compared entry with this formula, charge and spin (kcal/mol) = 37.33
- E_HOMO (eV) = -16.96
- total charge = +1